Molecular formula: C36H106N6O16
Method: DFT, ωB97M-V/def2-TZVPD

```
164
Properties=species:S:1:pos:R:3:forces:R:3
C -0.588441 -7.013440 0.817877 0.93 -1.09 0.24
O -0.752991 -5.647894 1.041467 -0.75 0.88 -0.06
H 0.488354 -7.157145 0.907121 0.02 -0.43 -0.14
H -1.073074 -7.615730 1.586298 -0.05 -0.05 0.13
H -0.904203 -7.394805 -0.153183 -0.14 0.33 -0.13
H -1.686797 -5.493520 1.202002 -0.04 0.29 -0.02
C 2.299158 -4.700321 -7.229128 0.57 0.22 0.25
O 1.792119 -5.411192 -8.309685 -0.58 -0.72 -1.39
H 1.845100 -3.727896 -7.038584 -0.37 -0.08 0.02
H 2.280341 -5.338778 -6.345891 0.09 0.31 0.29
H 3.330699 -4.485253 -7.508000 0.21 -0.05 0.36
H 0.882216 -5.227884 -8.554760 0.04 0.28 0.41
C -4.247171 -7.489431 -4.383109 0.98 2.80 1.43
O -4.858736 -8.691032 -4.314255 -0.76 -2.00 -0.87
H -3.739764 -7.196259 -5.302181 -0.40 -0.62 -0.43
H -4.894657 -6.667188 -4.078531 -0.56 0.24 -0.56
H -3.497848 -7.355666 -3.602898 0.70 -0.42 0.24
H -5.597507 -8.642743 -3.703125 0.17 -0.03 0.29
C -4.271862 -9.260602 -0.934253 -0.35 0.01 0.82
O -5.570047 -8.798496 -1.391139 0.76 -0.16 -0.78
H -4.315063 -9.135601 0.147693 0.59 0.05 0.08
H -3.982590 -10.297518 -1.105229 -0.79 -0.32 -0.32
H -3.425748 -8.737853 -1.380281 -0.54 0.60 -0.04
H -6.228540 -9.489499 -1.288728 0.18 -0.17 0.19
C 2.392051 -8.804379 -7.099021 -0.07 -0.42 0.83
O 2.925012 -9.985171 -7.684385 0.55 0.30 -0.55
H 2.223712 -9.069242 -6.055175 -0.77 0.30 0.22
H 3.096094 -7.976356 -7.016563 0.40 -0.27 -0.71
H 1.505708 -8.442291 -7.619951 -0.06 0.00 0.18
H 2.202790 -10.540309 -7.987395 -0.03 0.12 0.05
C -2.760152 -4.123838 -3.936185 -0.55 0.73 0.56
O -2.839436 -3.106060 -2.901116 0.10 -0.38 -0.36
H -3.727265 -4.613215 -4.051531 0.08 -0.12 -0.01
H -2.560399 -3.580363 -4.859673 0.28 -0.39 0.05
H -1.992629 -4.851895 -3.673615 0.13 -0.02 -0.19
H -3.527866 -3.353579 -2.279509 0.02 -0.03 0.00
C 2.165507 -11.273277 0.271675 2.38 -1.74 -1.34
O 1.526801 -10.497512 1.145740 -2.19 2.04 2.74
H 1.500237 -11.991018 -0.208283 -0.03 0.42 -0.40
H 2.755729 -10.607983 -0.358506 -0.07 -0.50 -1.14
H 2.903958 -11.873007 0.803774 0.25 -0.52 -0.11
H 2.206188 -10.166137 1.737537 -0.36 0.31 0.25
C 4.090310 -6.537409 -0.567063 -0.15 0.16 0.23
O 4.410145 -5.359124 0.169505 1.50 -0.96 -1.38
H 4.788650 -6.795638 -1.363136 0.57 0.60 0.10
H 4.104386 -7.413349 0.081502 -0.32 -0.18 0.16
H 3.137723 -6.447648 -1.089184 -0.34 -0.07 0.27
H 3.642701 -5.136807 0.701675 -1.07 0.17 0.17
C 0.228557 -2.510351 -4.758400 -0.88 -0.12 0.77
O -0.958660 -1.930148 -5.308651 1.57 -1.73 -0.70
C -1.400589 -0.769833 -4.711715 -0.26 1.33 -0.85
C -2.576440 -0.263143 -5.603662 -0.86 0.13 1.08
N -3.829754 -0.637383 -4.931021 0.04 0.14 0.58
C -5.028835 -0.544036 -5.773355 1.79 -1.79 0.23
C -5.168827 -1.941751 -6.502320 -0.81 0.42 -0.30
O -5.209793 -3.158322 -5.651241 0.49 2.52 -1.22
C -6.508736 -3.328451 -5.137806 0.91 -0.33 0.65
H 0.208247 -2.562605 -3.669840 -0.83 -0.40 0.39
H 1.173805 -1.970756 -4.816999 0.02 0.42 -1.31
H 0.253423 -3.524669 -5.156692 0.42 0.21 -0.02
H -0.571473 -0.062615 -4.734499 0.02 0.47 0.28
H -1.695238 -1.000200 -3.687890 -0.31 0.42 0.14
H -2.519892 -0.711082 -6.595766 0.42 -0.21 -0.20
H -2.666429 0.812794 -5.753212 0.71 0.18 0.15
H -3.669038 -1.602523 -4.680466 -0.56 -0.24 0.48
H -4.842344 0.329189 -6.398491 -0.24 -0.39 -0.83
H -5.946732 -0.282880 -5.246686 0.08 -0.33 0.48
H -4.433495 -2.157294 -7.277509 0.49 0.28 0.45
H -6.084564 -1.789972 -7.073699 -0.55 -0.82 -0.05
H -6.405238 -4.107743 -4.382769 -0.34 -0.42 -0.24
H -7.133903 -3.618119 -5.982418 -0.68 0.17 0.45
H -6.782359 -2.452908 -4.549028 -0.65 0.24 -0.43
C -1.781911 -10.938939 1.226742 0.82 0.55 0.19
O -3.063693 -11.482760 1.321196 -1.36 -0.91 0.80
C -3.283128 -12.787189 0.790021 0.45 -1.42 -1.61
C -2.651224 -13.988389 1.552357 -0.04 2.87 -0.28
N -3.260322 -13.984802 2.882279 -0.21 -1.43 -1.25
C -2.599794 -15.059541 3.634034 -0.98 0.53 1.92
C -3.478234 -16.333773 3.984288 1.47 1.58 -0.74
O -3.601349 -17.051020 2.796187 -0.93 -1.83 -0.06
C -4.258939 -18.308516 3.088653 0.04 0.66 -0.30
H -1.418279 -10.804018 0.208086 -0.10 -0.26 -0.33
H -0.999988 -11.415412 1.818080 -0.05 -0.67 -0.08
H -1.792871 -9.942252 1.667858 -0.49 0.12 -0.09
H -2.990119 -12.744324 -0.258979 0.83 -0.23 -0.24
H -4.302821 -13.140685 0.637161 -0.77 1.32 0.86
H -1.624348 -13.636837 1.652532 0.78 -0.71 0.01
H -2.680548 -14.940611 1.022712 -0.35 0.17 0.05
H -3.121638 -13.023958 3.160908 0.05 -0.23 1.04
H -2.330171 -14.671261 4.616189 0.23 0.13 0.17
H -1.669631 -15.237790 3.094474 0.05 -1.01 0.36
H -4.414920 -16.092371 4.486724 -0.54 0.59 -0.58
H -3.018672 -16.945184 4.760865 0.85 -0.12 -0.01
H -4.181106 -19.039021 2.283418 0.41 0.37 -0.21
H -5.326612 -18.143702 3.233558 -0.12 0.11 0.24
H -3.823818 -18.733376 3.993233 -0.01 -0.14 0.08
C 0.478839 -10.425193 -2.825998 0.72 -0.58 0.47
C 0.304325 -9.026285 -2.220574 -0.06 -1.15 -0.77
C 1.112151 -8.045368 -3.070686 0.21 -2.10 0.60
O 1.045083 -6.894878 -2.384373 -1.39 3.67 0.47
C 1.316542 -5.751576 -3.222727 0.68 -1.22 0.91
N -1.136282 -8.730812 -2.324487 1.04 -0.31 0.30
H 1.511780 -10.543179 -3.153438 0.11 -0.21 0.05
H -0.139835 -10.638020 -3.697803 -0.13 0.59 -0.27
H 0.235472 -11.271530 -2.183664 0.07 0.25 0.46
H 0.612181 -8.917251 -1.180650 0.24 -0.37 0.02
H 0.647372 -8.071889 -4.056264 0.04 0.46 -0.47
H 2.180013 -8.256328 -3.127951 0.27 -0.91 -0.50
H 2.338644 -5.928159 -3.557721 0.15 0.64 -0.46
H 1.266927 -4.868475 -2.585715 -0.15 0.01 -0.27
H 0.639072 -5.750120 -4.076616 -0.13 0.29 0.01
H -1.291900 -9.171607 -3.219800 -1.19 0.65 -0.31
H -1.187339 -7.723463 -2.376729 -0.52 0.29 -0.31
C 5.778020 -14.546938 -1.070014 -0.62 -0.37 -1.12
C 5.127908 -15.518884 -2.073137 1.93 0.28 -2.45
C 4.018875 -14.903451 -2.909532 -1.13 -0.57 -0.30
O 2.973025 -14.708738 -2.025433 -2.12 2.06 0.59
C 1.663216 -14.378708 -2.646809 1.69 -1.21 1.43
N 6.281185 -15.914365 -3.010860 -1.02 -0.04 1.30
H 4.980946 -14.058353 -0.509593 0.44 -0.29 0.72
H 6.282944 -13.756552 -1.625383 -0.14 0.17 -0.31
H 6.608996 -15.067449 -0.593943 -0.53 0.04 0.76
H 4.670234 -16.414830 -1.653705 0.44 0.02 0.39
H 3.499675 -15.574045 -3.594237 1.23 -0.97 -0.81
H 4.228289 -14.036474 -3.536110 0.68 0.55 0.34
H 1.393224 -13.333467 -2.496255 0.02 -0.11 0.18
H 1.103213 -15.109088 -2.062827 -1.06 0.59 -0.41
H 1.624177 -14.614769 -3.710228 0.20 -0.12 -0.03
H 6.644645 -15.052476 -3.391829 0.11 0.07 -0.17
H 5.955342 -16.477889 -3.783107 -0.14 -0.06 -0.09
C 3.485728 -2.548973 1.525029 -0.19 0.26 -0.81
C 2.059778 -3.119451 1.407020 0.20 0.16 0.45
C 1.229021 -2.774114 0.117901 0.47 -0.89 1.58
O 0.752565 -1.491853 0.130772 -0.51 1.58 0.48
C -0.399134 -1.279021 -0.687876 1.44 -0.73 -0.07
N 2.122754 -4.562967 1.408322 0.19 -1.32 -0.09
H 4.211480 -3.309034 1.235728 -0.02 0.27 -0.51
H 3.860927 -2.204665 2.488748 -0.73 0.04 0.28
H 3.482947 -1.695482 0.847052 0.65 0.09 -0.02
H 1.539880 -2.900610 2.339705 -0.68 1.04 -0.39
H 0.401161 -3.480097 0.183728 -0.29 -0.18 -0.35
H 1.797634 -2.972897 -0.790537 0.34 -0.21 -0.17
H -1.242444 -1.888880 -0.363817 -0.31 0.40 0.43
H -0.151697 -1.700617 -1.662109 -0.17 0.43 -0.52
H -0.526009 -0.196711 -0.712390 -0.48 -0.30 -0.10
H 2.307955 -4.888716 2.346239 0.10 -0.08 0.21
H 1.206062 -4.920211 1.179943 -0.18 -0.27 0.00
C 6.262604 -5.431580 -5.938526 -0.36 -1.68 1.33
C 5.585762 -5.464243 -4.507270 1.05 1.34 -2.95
C 6.430966 -4.803387 -3.426761 0.47 -0.87 -0.47
O 7.798587 -5.140139 -3.512936 0.99 -2.04 1.18
C 8.122607 -6.450358 -2.884114 -1.79 0.85 0.56
N 4.399195 -4.614415 -4.667457 -0.62 -0.16 1.38
H 7.063340 -6.164993 -6.033526 0.36 0.25 0.25
H 6.619793 -4.450480 -6.251528 -0.28 -0.04 0.05
H 5.483197 -5.882264 -6.552954 -0.09 0.64 -0.58
H 5.282995 -6.492936 -4.311736 0.07 -0.02 0.31
H 5.963013 -5.058023 -2.475828 0.28 0.09 0.53
H 6.373886 -3.722762 -3.557493 0.14 0.06 -0.09
H 7.971112 -7.355101 -3.472826 0.61 0.39 -1.01
H 7.356423 -6.653352 -2.135877 -0.19 0.40 0.47
H 9.046270 -6.475075 -2.305900 0.26 0.48 -0.71
H 4.530034 -3.865424 -5.332294 0.39 -0.17 -0.48
H 4.476543 -4.117848 -3.791368 -1.30 0.53 0.36
```
Positions in Å, forces in eV/Å.

Results
HOMO level = -8.469 eV
Multiplicity = 1
E = -80737.5472 eV
Orbital gap = 8.73 eV

=====

Molecular formula: C18H47F3N2O22P4
Method: DFT, ωB97M-V/def2-TZVPD

```
96
Properties=species:S:1:pos:R:3:forces:R:3
C 0.176925 -4.180415 2.952948 1.09 0.78 0.82
N 0.812965 -2.847125 3.128188 -2.44 -4.07 -0.21
O 1.931725 -2.699315 3.616258 3.55 0.06 1.58
O 0.145445 -1.939885 2.627688 -2.21 3.82 -1.81
H -0.440865 -4.438745 3.813008 -0.21 0.10 0.32
H 0.989075 -4.907265 2.939178 -0.11 -0.27 -0.50
H -0.489075 -4.119245 2.092248 0.36 -0.26 -0.21
C -4.282555 1.108935 1.707838 0.54 -0.37 -1.18
N -5.579245 0.810975 2.267138 -1.61 0.56 2.92
O -6.371985 1.774435 2.395788 0.98 -2.17 -0.56
O -5.736795 -0.318685 2.755198 -0.38 1.64 -1.11
H -4.087445 2.177005 1.804038 0.18 -0.41 0.07
H -4.404915 0.828075 0.661778 0.33 0.25 -0.21
H -3.569005 0.403575 2.133748 0.08 0.50 0.11
C 0.705155 -0.063125 8.444128 -0.68 0.79 1.08
O -0.576835 -0.157955 7.834948 -1.68 1.14 -1.68
P -1.302755 1.103795 7.013948 1.43 -2.84 -1.97
O -1.867715 2.142595 7.849208 0.08 0.67 0.31
O -0.123995 1.493225 5.964038 -1.52 1.07 2.08
C 0.478935 0.526655 5.136538 0.44 -0.89 -0.91
O -2.419645 0.389315 6.014028 4.25 1.19 1.09
C -3.746655 0.412325 6.264608 -3.32 -0.82 0.71
H 1.335895 -0.900805 8.146538 -0.05 0.24 -0.10
H 0.480215 -0.064845 9.510668 0.34 -0.59 0.23
H 1.161665 0.921735 8.345468 0.27 -0.11 -0.78
H 0.058275 0.641995 4.137618 -0.30 -0.72 0.17
H 0.397465 -0.469655 5.571088 -0.35 -0.09 -0.49
H 1.549995 0.679595 5.004068 0.08 0.52 0.45
H -4.176935 1.142925 6.949578 0.79 0.60 0.08
H -4.045055 -0.534825 6.714028 -0.10 -0.32 -0.09
H -4.319165 0.514535 5.342718 0.24 -0.03 -0.23
C -1.316225 1.638945 -2.128962 -0.96 1.39 -1.21
O -0.234855 2.097955 -1.330592 1.34 -0.90 1.49
P -0.098665 1.567775 0.203858 1.03 -0.40 -0.45
O -1.351745 1.852555 0.899978 -0.32 -0.41 0.45
O 0.449825 0.042365 0.176548 2.03 4.57 0.42
C -0.327185 -0.982865 -0.195462 -1.83 -3.04 0.43
O 1.200815 2.321495 0.786398 -2.32 0.61 -2.85
C 1.841265 1.897365 1.931058 0.07 -0.69 1.92
H -1.753755 2.554735 -2.526452 -0.21 0.21 0.00
H -2.162985 1.148615 -1.648692 0.58 -0.39 0.44
H -0.999655 1.131045 -3.039972 0.29 -0.57 0.57
H -1.204285 -0.945055 0.450578 -0.76 -0.21 -0.71
H 0.121405 -1.908425 0.165378 0.34 0.02 -0.07
H -0.467595 -1.059135 -1.273692 -0.46 0.24 -0.11
H 1.169255 1.605545 2.738118 -0.47 -0.59 -0.43
H 2.263435 2.769505 2.430298 1.01 -0.07 -0.65
H 2.450985 1.041525 1.641438 0.55 0.31 0.68
C 4.782145 -6.367475 -3.011372 -0.54 0.47 -0.23
O 3.803435 -5.323275 -2.830182 -0.67 1.07 -0.47
P 3.577185 -4.223915 -3.970532 -0.44 0.13 -0.10
O 4.811465 -3.783135 -4.663062 -1.12 -0.26 0.60
O 2.475885 -4.942575 -4.946242 1.85 0.68 1.86
C 2.276885 -4.302685 -6.156612 -1.90 -0.44 -3.05
O 2.641695 -3.061285 -3.297672 0.99 -2.17 0.09
C 2.966705 -2.609255 -1.981922 0.26 2.06 1.00
H 4.601365 -6.824185 -3.984432 0.19 -0.24 0.09
H 4.560345 -7.058455 -2.198082 0.43 -0.02 -0.17
H 5.775775 -5.920145 -2.984872 0.00 -0.28 0.16
H 2.755175 -3.365635 -6.441702 0.20 0.08 0.98
H 1.201925 -4.244305 -6.327342 -0.26 0.84 0.56
H 2.447955 -4.959275 -7.009682 1.04 -0.53 0.14
H 3.572455 -1.709295 -2.087892 0.62 -0.24 -0.05
H 3.409845 -3.270265 -1.237072 0.20 -0.61 -0.77
H 2.128765 -2.175775 -1.435982 -0.82 -0.49 -0.59
C 1.125715 0.226325 -4.816982 0.17 -0.58 0.41
O 0.154685 -0.338885 -5.702672 -1.14 -1.92 0.20
P -0.908495 -1.462465 -5.151772 -1.07 1.08 0.32
O -1.931795 -0.876735 -4.194402 2.16 -1.79 -2.05
O 0.009425 -2.679905 -4.612562 -0.15 1.91 -1.04
C -0.516845 -3.806255 -3.939482 0.43 0.01 1.54
O -1.551615 -2.047245 -6.554552 0.26 0.56 2.66
C -0.843925 -2.000425 -7.746172 -0.01 0.39 -2.16
H 2.092875 0.214755 -5.319562 -0.18 0.48 -0.23
H 1.282755 -0.432945 -3.963282 -0.22 0.14 0.28
H 0.774795 1.208975 -4.501762 0.33 -0.04 -0.05
H -1.419845 -3.503485 -3.409372 -0.57 -0.58 -0.63
H 0.152935 -4.031975 -3.109702 0.37 0.10 -0.10
H -0.475775 -4.695755 -4.568142 -0.76 0.23 -0.18
H -1.536925 -2.186745 -8.566622 -0.54 0.27 0.15
H -0.124345 -2.787725 -7.970832 0.55 -0.02 1.01
H -0.443375 -0.998865 -7.902842 0.35 -0.24 -0.06
C -1.190155 5.309635 -0.254562 0.58 -0.65 -1.37
C 0.060575 5.587135 0.586148 -2.30 -0.87 0.65
O 0.407565 6.962005 0.570118 0.47 3.63 1.01
C -0.282685 7.968895 1.293318 -3.00 -5.05 1.22
O -1.254705 7.679955 1.987998 2.25 0.82 -1.19
C 0.007745 9.430645 0.988788 -1.10 -2.29 2.60
F 1.237545 9.607235 0.817458 4.76 1.28 0.21
F -0.545315 9.638725 -0.129952 -2.69 1.59 -3.32
F -0.472135 10.232515 1.967468 0.23 -0.31 -0.74
H -0.888745 5.024015 -1.262372 -0.07 0.16 -0.27
H -1.900165 6.130335 -0.356722 0.18 0.08 0.44
H -1.687675 4.420185 0.132018 -0.14 0.13 0.15
H 0.927985 4.983285 0.319568 0.00 0.49 -0.32
H -0.312185 5.162015 1.518038 0.81 0.91 0.94
```
Positions in Å, forces in eV/Å.

Results
HOMO level (spin up / spin down) = -1.018 / -4.787 eV
Multiplicity = 2
Net charge = -1
E = -112761.7224 eV
Orbital gap (spin up / spin down) = 2.94 / 6.70 eV